A 7-piece molecular cluster, C28H27Br6N5O6 overall in a non-equilibrium geometry. Source: the OMol25 dataset; level of theory: ωB97M-V/def2-TZVPD.

Structure (XYZ):
```
72
Properties=species:S:1:pos:R:3:forces:R:3
N 6.147 -1.758 -4.465 -0.3 2.2 2.0
C 5.401 -1.027 -5.341 2.8 0.8 -0.8
C 4.786 -1.936 -6.130 -2.3 1.0 -1.0
C 4.763 -3.150 -5.438 0.9 -0.9 0.9
C 5.631 -2.976 -4.367 -0.8 -2.2 0.0
H 6.739 -1.284 -3.797 -0.2 -0.5 0.2
H 5.659 0.022 -5.344 -0.3 0.0 -0.8
H 4.272 -1.676 -7.044 -0.2 -0.2 0.1
H 4.182 -4.037 -5.644 0.2 0.1 -0.1
H 5.719 -3.526 -3.442 0.4 -0.4 -0.4
N 1.642 1.253 -2.369 0.4 -1.7 -2.4
C 0.779 2.212 -2.858 1.6 -1.4 0.4
C 0.353 2.757 -1.721 -2.5 2.9 1.9
C 0.924 2.156 -0.560 -2.4 1.8 1.0
C 1.607 1.142 -1.013 3.4 -2.0 -1.5
H 2.170 0.661 -2.993 -0.1 -0.1 0.4
H 0.639 2.335 -3.921 -0.2 0.2 0.3
H -0.406 3.517 -1.609 0.1 0.2 -0.3
H 0.739 2.412 0.473 -0.1 0.1 -0.2
H 2.314 0.443 -0.590 -0.3 0.0 0.4
C -3.490 10.363 -2.452 -0.6 0.6 -0.5
Br -4.093 9.434 -4.120 0.1 0.2 1.3
Br -2.396 9.329 -1.214 -0.6 0.4 -0.9
Br -4.959 11.312 -1.471 0.8 -0.8 -0.7
H -2.950 11.180 -2.930 0.3 -0.3 0.7
C -3.766 5.374 5.566 0.2 0.8 -0.2
Br -2.248 6.615 5.830 -0.2 -0.8 -0.1
Br -4.003 4.175 7.127 0.1 0.7 -1.4
Br -3.791 4.594 3.734 0.2 0.1 1.4
H -4.541 6.140 5.525 -0.3 -0.8 0.3
C -5.300 -3.167 1.460 0.6 -0.3 1.0
C -4.143 -2.422 1.216 -1.3 -0.8 0.0
C -2.924 -3.060 1.152 1.3 -1.2 0.0
C -2.779 -4.459 1.460 -2.0 1.2 0.7
C -3.936 -5.135 1.921 -0.4 0.2 -2.4
C -5.202 -4.512 1.806 0.8 0.8 0.2
N -1.486 -5.216 1.359 -1.8 -0.4 0.2
O -1.537 -6.422 1.495 -0.3 -0.1 0.1
O -0.490 -4.607 1.140 1.3 1.3 -0.4
H -6.248 -2.652 1.523 -0.2 -0.1 -0.3
H -4.325 -1.372 1.041 0.7 0.1 -0.2
H -2.091 -2.464 0.811 0.4 -0.2 0.2
H -3.995 -6.213 1.928 0.6 -0.1 0.7
H -6.122 -5.046 1.996 0.2 -0.3 0.1
C 3.937 0.587 6.862 -1.2 -0.2 -0.7
C 4.430 1.678 7.525 -0.2 -0.3 0.5
C 5.507 1.536 8.381 0.6 -0.6 0.3
C 6.081 0.235 8.620 -1.1 1.2 -2.0
C 5.604 -0.810 7.785 1.1 0.0 1.2
C 4.574 -0.620 6.893 0.1 -0.4 0.5
N 7.224 0.032 9.530 1.4 0.3 1.4
O 7.788 1.040 10.015 -1.4 -1.8 -1.2
O 7.575 -1.126 9.794 -0.8 1.6 -0.7
H 2.971 0.616 6.380 0.1 0.4 -0.5
H 3.890 2.610 7.453 0.2 0.2 0.0
H 5.777 2.500 8.784 0.8 -0.5 0.8
H 5.997 -1.815 7.839 0.4 0.1 0.3
H 4.213 -1.458 6.316 0.0 0.0 0.0
C -3.427 -3.354 -4.801 -0.6 0.0 1.0
C -2.402 -2.802 -5.573 -2.0 0.8 -1.3
C -2.714 -1.676 -6.402 0.2 -0.2 1.1
C -3.941 -0.984 -6.259 0.2 -2.7 2.8
C -4.817 -1.438 -5.225 -0.5 -2.1 0.3
C -4.660 -2.719 -4.542 2.3 2.6 -2.4
N -4.284 0.230 -6.965 0.5 -1.1 1.5
O -3.750 0.454 -7.987 1.7 0.2 -3.1
O -5.049 0.960 -6.431 -2.1 1.5 1.3
H -3.274 -4.285 -4.275 0.3 -0.2 0.0
H -1.470 -3.340 -5.659 0.1 0.3 -0.1
H -1.908 -1.294 -7.011 -0.3 0.1 -0.4
H -5.746 -0.962 -4.949 0.1 0.6 -0.5
H -5.372 -3.104 -3.827 -0.1 0.1 -0.2
```
Forces are in eV/Å.

orbital gap	7.6	eV
SMILES	O=[N+]([O-])c1ccccc1.O=[N+]([O-])c1ccccc1.O=[N+]([O-])c1ccccc1.c1cc[nH]c1.c1cc[nH]c1.BrC(Br)Br.BrC(Br)Br
net charge	0
E_HOMO	-8.36	eV
relative energy (zero: lowest compared OMol25 entry of this formula, charge and spin)	3.785	eV



C28H27BrF6MnN4O4S as an isolated structure in a non-equilibrium geometry. Source: the OMol25 dataset; level of theory: ωB97M-V/def2-TZVPD.

Structure (XYZ):
```
72
Properties=species:S:1:pos:R:3:forces:R:3
Mn -0.001 1.328 -1.338 -0.5 -0.6 -1.1
C -3.390 -2.442 1.267 0.0 0.0 -0.1
C -2.958 -1.006 1.211 0.0 0.1 0.1
C -3.622 -0.003 1.913 0.1 0.0 -0.1
C -3.212 1.316 1.803 0.0 0.1 0.0
C -2.149 1.586 0.967 0.1 0.1 0.0
Br -1.536 3.357 0.712 0.0 -0.1 0.0
N -1.499 0.654 0.287 0.2 0.3 -0.5
C -1.893 -0.614 0.412 0.1 -0.1 0.0
H -4.132 -2.595 2.048 0.0 0.0 0.0
H -2.545 -3.107 1.446 0.0 0.0 0.0
H -3.837 -2.729 0.313 0.0 0.0 0.0
H -4.470 -0.253 2.537 0.0 0.0 0.0
H -3.703 2.118 2.334 0.0 0.0 0.0
H -1.333 -1.340 -0.168 0.0 0.0 0.0
C -1.517 -2.459 5.070 0.0 0.0 0.0
O -0.189 -2.520 5.555 -0.1 0.0 0.2
C 0.808 -2.729 4.678 0.3 0.0 -0.2
C 0.625 -2.946 3.311 -0.2 0.0 0.1
C 1.723 -3.081 2.482 0.2 -0.2 0.2
C 3.022 -3.030 2.999 -1.0 0.3 0.2
C 3.191 -2.913 4.384 0.1 0.1 -0.3
C 2.103 -2.743 5.207 -0.2 0.0 0.2
N 4.187 -3.183 2.233 0.2 -0.6 -0.2
N 4.233 -2.991 1.009 1.7 -0.2 0.2
C 3.349 -2.296 0.211 -1.2 0.5 -0.6
C 3.070 -2.787 -1.060 0.3 -0.1 0.9
C 2.149 -2.185 -1.913 -0.7 0.7 -0.2
C 1.508 -1.007 -1.543 0.6 -0.7 0.3
O 0.593 -0.373 -2.242 -0.7 1.2 0.2
C 1.894 -0.426 -0.307 -0.1 -0.1 -0.2
N 1.315 0.791 -0.069 1.2 -0.2 1.5
C 1.619 1.427 1.057 -0.2 0.1 -0.4
C 2.494 0.896 1.998 0.2 -0.2 0.1
C 3.093 -0.325 1.768 -0.1 0.4 0.0
C 2.792 -1.033 0.593 0.1 -0.1 -0.4
H -2.134 -2.207 5.926 0.0 0.0 0.0
H -1.839 -3.422 4.665 0.0 0.0 0.0
H -1.622 -1.688 4.301 0.0 0.0 0.0
H -0.369 -3.025 2.893 0.0 0.0 0.0
H 1.570 -3.272 1.428 -0.1 0.0 0.1
H 4.194 -2.940 4.788 0.0 0.0 0.0
H 2.214 -2.640 6.278 0.0 0.0 0.0
H 3.554 -3.709 -1.351 0.0 0.0 0.0
H 1.914 -2.623 -2.874 0.0 0.0 0.0
H 1.177 2.405 1.193 -0.1 0.0 0.0
H 2.698 1.458 2.897 0.1 0.0 0.0
H 3.811 -0.716 2.476 0.0 0.0 0.0
C 1.353 3.161 -4.361 0.0 0.2 0.2
S 1.314 4.086 -2.807 0.3 0.0 -0.7
C 3.064 4.537 -2.771 -0.3 0.0 0.1
O 1.199 3.026 -1.727 -0.1 -0.8 0.7
H 1.223 3.862 -5.185 0.0 0.0 0.0
H 0.514 2.471 -4.322 0.0 0.1 0.0
H 2.289 2.615 -4.456 0.0 0.0 0.1
H 3.252 5.211 -3.606 0.0 0.0 0.0
H 3.673 3.639 -2.850 -0.1 -0.1 0.0
H 3.257 5.048 -1.831 0.0 0.0 0.0
C -2.047 0.946 -4.596 0.1 0.1 0.2
C -2.358 1.735 -3.323 -0.3 -0.2 -0.1
O -1.295 1.830 -2.464 0.1 0.4 -0.1
C -2.752 3.188 -3.692 0.1 0.1 0.1
F -3.094 3.908 -2.618 0.0 -0.1 -0.2
F -3.752 3.243 -4.572 0.1 0.0 0.1
F -1.682 3.799 -4.254 -0.1 0.0 0.0
C -3.536 1.041 -2.597 0.0 0.0 0.2
F -4.644 0.991 -3.340 0.1 0.0 0.1
F -3.848 1.643 -1.436 0.0 -0.1 -0.1
F -3.186 -0.228 -2.295 0.0 0.1 0.0
H -1.341 1.505 -5.206 0.0 0.0 0.0
H -2.953 0.770 -5.172 0.0 0.0 0.0
H -1.600 -0.003 -4.306 0.0 0.0 0.0
```
Forces are in eV/Å.

orbital gap (spin up / spin down)	5.5 / 6.1	eV
<S²>	6.0465
net charge	+1
2S+1	5
E_HOMO (spin up / spin down)	-9.79 / -9.82	eV
relative energy (zero: lowest compared OMol25 entry of this formula, charge and spin)	1.181	eV



One molecule with the formula C28H27FN6O2 in a non-equilibrium geometry. Source: the OMol25 dataset; level of theory: ωB97M-V/def2-TZVPD.

Structure (XYZ):
```
64
Properties=species:S:1:pos:R:3:forces:R:3
O -3.562 -0.820 2.266 0.0 0.2 0.3
C -3.455 -1.340 1.176 0.2 -0.7 -0.1
N -4.191 -1.030 0.096 -0.4 0.1 -0.4
H -3.971 -1.501 -0.776 0.1 0.0 0.2
C -4.986 0.181 0.028 0.0 0.1 0.1
C -4.134 1.341 -0.434 -0.1 0.1 0.1
C -4.011 2.486 0.338 -0.1 -0.1 -0.1
C -3.168 3.510 -0.058 0.0 0.1 0.0
C -2.429 3.392 -1.222 0.0 0.1 0.0
C -2.549 2.253 -2.001 0.0 -0.1 -0.1
C -3.402 1.237 -1.613 -0.1 0.1 0.0
H -3.492 0.350 -2.224 0.0 -0.1 -0.1
H -1.967 2.152 -2.904 0.1 0.0 -0.1
H -1.757 4.182 -1.522 0.1 0.1 0.0
H -3.080 4.399 0.551 0.0 0.1 0.1
H -4.569 2.570 1.259 0.0 0.0 0.1
H -5.817 0.007 -0.661 0.0 0.0 0.1
H -5.378 0.378 1.028 -0.1 0.0 -0.2
C -2.458 -2.481 0.904 -0.4 0.0 0.2
N -1.377 -2.087 0.005 0.0 0.0 0.4
C -1.569 -2.172 -1.317 0.3 0.1 -0.2
O -2.654 -2.447 -1.809 -0.1 -0.2 -0.3
C -0.365 -1.994 -2.257 -0.7 -0.5 -0.4
N 0.572 -0.980 -1.906 0.9 0.4 0.0
N 0.310 0.303 -1.922 -1.1 0.0 -0.4
N 1.368 0.912 -1.530 0.3 0.7 0.1
C 2.293 -0.035 -1.277 -0.7 -0.7 -0.3
N 1.801 -1.247 -1.528 0.6 0.0 0.0
C 3.630 0.194 -0.773 0.4 0.3 0.1
C 4.076 1.454 -0.381 0.1 -0.2 0.0
C 5.347 1.645 0.129 -0.1 0.0 0.0
C 6.199 0.562 0.255 -0.1 0.0 0.0
C 5.775 -0.702 -0.128 0.1 -0.1 0.0
C 4.505 -0.884 -0.635 0.0 0.2 0.0
H 4.156 -1.860 -0.932 0.0 -0.1 0.0
H 6.440 -1.547 -0.028 0.1 -0.1 0.0
H 7.192 0.705 0.652 0.1 0.0 0.0
H 5.651 2.637 0.422 0.0 0.1 0.0
F 3.269 2.523 -0.479 0.1 -0.1 0.0
H 0.182 -2.941 -2.293 0.0 0.2 0.0
H -0.782 -1.779 -3.245 0.1 -0.1 0.2
C -0.137 -1.746 0.631 0.5 -0.1 0.3
C 0.814 -2.745 0.809 -0.2 0.1 0.1
C 2.011 -2.457 1.435 0.0 -0.1 0.1
C 2.256 -1.176 1.902 -0.1 0.0 0.0
C 1.310 -0.180 1.735 0.0 -0.1 0.0
C 0.099 -0.456 1.093 0.0 -0.1 -0.1
C -0.843 0.693 0.948 -0.2 0.1 0.1
C -1.073 1.366 2.307 -0.1 0.0 0.0
C 0.236 1.569 3.089 0.1 0.1 0.0
C 1.470 1.213 2.248 0.0 0.0 0.2
H 1.542 1.907 1.406 0.1 0.1 0.0
H 2.379 1.305 2.846 0.0 0.0 -0.1
H 0.238 0.934 3.977 0.0 0.1 0.0
H 0.321 2.603 3.425 0.0 0.0 0.1
H -1.563 2.323 2.127 0.0 0.0 0.0
H -1.764 0.748 2.882 0.0 0.1 0.0
H -1.796 0.383 0.524 0.1 0.1 -0.1
H -0.406 1.423 0.261 -0.1 -0.1 0.0
H 3.191 -0.950 2.395 0.1 0.0 0.1
H 2.751 -3.232 1.563 0.1 -0.1 0.0
H 0.607 -3.742 0.449 0.0 -0.1 -0.1
H -2.994 -3.321 0.451 0.1 0.1 0.1
H -2.014 -2.787 1.852 -0.1 0.1 -0.1
```
Forces are in eV/Å.

orbital gap	9.5	eV
SMILES	O=C(CN(C(=O)Cn1nnc(-c2ccccc2F)n1)c1cccc2c1CCCC2)NCc1ccccc1
net charge	0
E_HOMO	-9.01	eV